The following is a DFT calculation (wB97M-V/def2-TZVPD) of one molecule with the formula C5H7N.

Values from the calculation:
SMILES = C1=C[C@@H]2CN2C1
Multiplicity = 1
Energy above the lowest of the compared OMol25 structures with the same formula, charge and spin = 224.23 kJ/mol
LUMO = 0.043 Eh

Last columns: bonded neighbours and bond lengths (Å).
Cartesian coordinates (Å):
1 C 1.414 0.172 0.205  C2 1.362, C6 1.499, H7 1.118
2 C 0.581 1.238 0.050  C1 1.362, C3 1.441, H8 1.071
3 C -0.703 0.743 -0.378  C2 1.441, C4 1.490, N5 1.449, H9 1.097
4 C -1.396 -0.141 0.601  C3 1.490, N5 1.456, H10 1.119, H11 1.138
5 N -0.670 -0.697 -0.533  C3 1.449, C4 1.456, C6 1.533
6 C 0.735 -1.129 -0.098  C1 1.499, N5 1.533, H12 1.144, H13 1.137
7 H 2.488 0.043 0.487  C1 1.118
8 H 0.933 2.249 0.087  C2 1.071
9 H -1.226 1.341 -1.135  C3 1.097
10 H -0.881 -0.136 1.593  C4 1.119
11 H -2.509 -0.363 0.510  C4 1.138
12 H 0.790 -1.845 0.793  C6 1.144
13 H 1.312 -1.708 -0.888  C6 1.137

Results of the natural (NBO) charge analysis, in e, for atoms 1 through 2: C -0.199; C -0.228